A single C27H28N2O4 molecule, computed with ωB97M-V with the def2-TZVPD basis set.

Last columns: bonded neighbours and bond lengths (Å).
Cartesian coordinates (Å):
1 C 5.091 5.047 -0.893  O2 1.406, H34 1.089, H35 1.095, H36 1.095
2 O 5.543 3.718 -0.952  C1 1.406, C3 1.363
3 C 4.659 2.716 -0.681  O2 1.363, C4 1.390, C33 1.396
4 C 3.326 2.900 -0.330  C3 1.390, C5 1.384, H37 1.079
5 C 2.521 1.803 -0.080  C4 1.384, C6 1.390, H38 1.082
6 C 3.020 0.509 -0.172  C5 1.390, N7 1.400, C32 1.393
7 N 2.147 -0.552 0.094  C6 1.400, C8 1.361, H39 1.011
8 C 2.344 -1.889 -0.072  N7 1.361, O9 1.209, C10 1.539
9 O 3.378 -2.396 -0.440  C8 1.209
10 C 1.087 -2.690 0.312  C8 1.539, C11 1.512, C28 1.548, C31 1.549
11 C -0.091 -2.141 -0.462  C10 1.512, C12 1.394, C27 1.389
12 C 0.091 -1.828 -1.809  C11 1.394, C13 1.379, H40 1.080
13 C -0.943 -1.326 -2.572  C12 1.379, C14 1.394, H41 1.080
14 C -2.200 -1.120 -2.007  C13 1.394, N15 1.397, C26 1.391
15 N -3.224 -0.601 -2.802  C14 1.397, C16 1.368, H42 1.013
16 C -4.297 0.174 -2.453  N15 1.368, O17 1.215, C18 1.487
17 O -5.207 0.343 -3.239  C16 1.215
18 C -4.254 0.835 -1.123  C16 1.487, C19 1.389, C25 1.394
19 C -3.110 1.475 -0.662  C18 1.389, C20 1.383, H43 1.080
20 C -3.112 2.144 0.548  C19 1.383, C21 1.392, H44 1.079
21 C -4.268 2.179 1.324  C20 1.392, O22 1.358, C24 1.397
22 O -4.378 2.792 2.530  C21 1.358, C23 1.407
23 C -3.261 3.467 3.055  O22 1.407, H45 1.089, H46 1.095, H47 1.095
24 C -5.424 1.551 0.853  C21 1.397, C25 1.376, H48 1.078
25 C -5.419 0.901 -0.360  C18 1.394, C24 1.376, H49 1.079
26 C -2.405 -1.485 -0.680  C14 1.391, C27 1.383, H50 1.079
27 C -1.361 -1.982 0.078  C11 1.389, C26 1.383, H51 1.079
28 C 0.952 -2.626 1.852  C10 1.548, C29 1.526, H52 1.093, H53 1.089
29 C 0.548 -4.036 2.272  C28 1.526, C30 1.525, H54 1.091, H55 1.089
30 C 1.377 -4.908 1.336  C29 1.525, C31 1.529, H56 1.091, H57 1.089
31 C 1.270 -4.193 -0.011  C10 1.549, C30 1.529, H58 1.091, H59 1.089
32 C 4.357 0.325 -0.521  C6 1.393, C33 1.377, H60 1.077
33 C 5.159 1.416 -0.772  C3 1.396, C32 1.377, H61 1.078
34 H 5.951 5.663 -1.152  C1 1.089
35 H 4.286 5.232 -1.612  C1 1.095
36 H 4.748 5.312 0.113  C1 1.095
37 H 2.900 3.888 -0.249  C4 1.079
38 H 1.485 1.958 0.190  C5 1.082
39 H 1.215 -0.268 0.365  N7 1.011
40 H 1.060 -1.979 -2.262  C12 1.080
41 H -0.779 -1.083 -3.611  C13 1.080
42 H -3.206 -0.864 -3.781  N15 1.013
43 H -2.210 1.469 -1.260  C19 1.080
44 H -2.211 2.640 0.873  C20 1.079
45 H -3.586 3.877 4.010  C23 1.089
46 H -2.421 2.785 3.223  C23 1.095
47 H -2.941 4.285 2.401  C23 1.095
48 H -6.315 1.600 1.458  C24 1.078
49 H -6.315 0.430 -0.734  C25 1.079
50 H -3.386 -1.387 -0.241  C26 1.079
51 H -1.562 -2.262 1.100  C27 1.079
52 H 1.930 -2.396 2.283  C28 1.093
53 H 0.253 -1.860 2.185  C28 1.089
54 H -0.515 -4.200 2.088  C29 1.091
55 H 0.752 -4.230 3.325  C29 1.089
56 H 2.416 -4.919 1.670  C30 1.091
57 H 1.019 -5.935 1.286  C30 1.089
58 H 0.407 -4.557 -0.569  C31 1.091
59 H 2.163 -4.338 -0.619  C31 1.089
60 H 4.754 -0.672 -0.599  C32 1.077
61 H 6.194 1.286 -1.044  C33 1.078

The value obtained for the largest force on an atom is 0.60 eV/A. The value obtained for the HOMO-LUMO gap is 0.30253 hartree. The calculation puts the total energy at -1456.17300 Eh. Its SMILES is COc1ccc(NC(=O)C2(c3ccc(NC(=O)c4ccc(OC)cc4)cc3)CCCC2)cc1.